1.
Entry from the Open Molecules 2025 dataset: AsCsF6 as an isolated structure (ωB97M-V/def2-TZVPD).

Calculated values
E_HOMO, eV: -10.793
Orbital gap, eV: 8.55

Each line ends with the natural charge from an NBO analysis.
Cartesian coordinates (Å):
Cs -1.734012 -5.701209 1.008081  0.9997
As 0.273490 0.819624 -0.158502  2.7937
F -1.061123 1.869659 -0.635087  -0.6265
F 1.689841 -0.227823 0.313529  -0.6321
F 0.849780 2.050754 0.983060  -0.6205
F -0.469622 -0.468473 -1.180039  -0.6417
F -0.750595 0.197140 1.226692  -0.6509
F 1.202241 1.460328 -1.557733  -0.6218

Atomic forces in eV per Å
0.09 0.31 -0.05
-0.29 0.05 0.46
0.68 -0.51 0.33
-1.78 0.86 -0.63
-0.12 -0.79 -1.12
1.01 0.72 0.84
1.11 0.15 -1.33
-0.70 -0.79 1.52

***

2.
Entry from the Open Molecules 2025 dataset: AsF6H30O15 as an isolated structure (ωB97M-V/def2-TZVPD).

Calculated values
E_HOMO, eV: -8.195
Orbital gap, eV: 10.53
Total charge: -1

Each line ends with the natural charge from an NBO analysis.
Cartesian coordinates (Å):
As 0.020523 0.226525 -0.194659  2.8609
F -0.520919 -1.161009 -1.086622  -0.6515
F -0.527484 1.241138 -1.485332  -0.6307
F 0.419279 -0.796040 1.159040  -0.6480
F -1.595687 0.249421 0.508486  -0.6608
F 0.395906 1.633961 0.725515  -0.6296
F 1.597437 0.114591 -0.819945  -0.6107
O -4.431767 0.842265 0.025043  -0.9706
O -1.768870 -1.585382 -3.591899  -0.9519
O 3.310637 3.762340 0.235324  -0.9701
O 2.103218 -3.524456 2.098416  -0.9879
O -1.997290 3.239443 -0.404540  -0.9627
O 2.225933 -2.849259 -0.680911  -0.9698
O -2.838247 -2.398291 0.190648  -0.9833
O 2.451423 2.603760 -2.349651  -0.9493
O 4.442281 -0.436950 -2.314472  -0.9330
O 2.174339 2.876091 2.625362  -0.9668
O -2.902675 2.914651 2.671089  -0.9295
O -0.728163 -3.246275 1.958379  -0.9907
O -0.326240 -4.253965 -0.873591  -0.9601
O 2.360316 -0.174778 3.113380  -0.9781
O -3.433457 1.703741 -2.532901  -0.9587
H -4.175999 1.390538 -0.729812  0.4884
H -3.778902 -2.351934 -0.001428  0.4863
H 2.870979 3.555221 1.083314  0.5024
H -1.536444 -3.081342 1.451321  0.4943
H 5.287955 -0.772772 -2.006608  0.4617
H 4.107828 0.096440 -1.587428  0.4718
H -1.200261 -1.750127 -2.830214  0.4844
H -2.080097 3.342333 2.422751  0.4596
H 2.046706 -2.074516 -1.223755  0.4836
H 3.976906 3.075032 0.144599  0.4535
H -1.275063 3.232245 0.228563  0.4646
H 2.205754 1.917566 2.496093  0.5075
H -0.763076 -3.394743 -0.897878  0.4873
H -1.727811 2.586018 -1.062145  0.4879
H -3.580192 0.636254 0.423250  0.4736
H -3.713910 2.617942 -2.644333  0.4780
H 1.937760 -3.066698 1.256836  0.4941
H 1.219932 -3.788252 2.386542  0.4802
H 1.318098 3.025911 3.033059  0.4772
H -2.736527 1.576350 -3.185014  0.4892
H 1.949334 -0.610332 2.357581  0.4952
H -2.675085 1.982954 2.741788  0.4711
H -1.025742 -4.872031 -0.650232  0.4744
H -2.620313 -1.374253 -3.197587  0.4650
H 2.756168 2.507840 -1.438471  0.4745
H -0.215749 -2.439723 1.840314  0.4815
H 1.675712 -3.549724 -1.054756  0.4952
H 1.546121 2.912077 -2.259975  0.4685
H 2.302839 -0.822046 3.820439  0.4816
H -2.527433 -1.487740 0.107047  0.5008

Atomic forces in eV per Å
-1.28 0.13 0.54
0.36 -0.35 -0.15
0.30 -0.20 -0.32
0.52 0.00 -0.09
-0.15 0.15 -0.07
0.25 0.08 0.11
0.33 -0.10 -0.11
-0.12 -0.19 -0.03
-0.10 -0.07 -0.07
-0.03 -0.17 0.08
-0.13 0.29 0.26
-0.15 0.35 -0.14
0.06 0.01 -0.10
-0.05 -0.09 -0.15
0.16 -0.18 -0.19
0.08 0.02 -0.06
0.12 0.00 0.10
0.00 0.02 0.32
-0.21 -0.01 0.29
0.06 -0.02 -0.44
0.04 0.30 -0.07
-0.06 0.15 -0.26
0.03 -0.20 0.10
-0.07 0.02 0.06
-0.01 0.03 -0.10
0.00 -0.08 0.08
-0.01 -0.08 0.06
-0.15 0.00 -0.05
0.01 0.15 -0.10
-0.01 0.03 -0.11
0.11 0.07 -0.01
0.19 0.12 0.12
0.09 -0.06 -0.04
0.02 -0.16 0.23
-0.03 0.03 0.18
-0.10 0.03 0.18
0.02 0.20 0.07
0.04 0.06 0.01
0.27 -0.29 -0.15
0.06 -0.12 -0.13
-0.05 0.04 -0.04
0.09 -0.14 0.05
-0.03 -0.13 0.01
-0.03 -0.06 -0.11
0.01 -0.02 0.09
-0.03 0.02 0.02
-0.25 0.35 -0.07
-0.10 0.05 -0.06
-0.14 -0.03 0.18
-0.05 -0.02 0.08
0.06 -0.08 -0.01
0.07 0.12 0.02

***

3.
Entry from the Open Molecules 2025 dataset: AuFHO2P as an isolated structure (ωB97M-V/def2-TZVPD).

Calculated values
E_HOMO (spin up / spin down), eV: -7.933 / -9.512
Orbital gap (spin up / spin down), eV: 6.71 / 6.20
Multiplicity: 3

Each line ends with the natural charge from an NBO analysis.
Cartesian coordinates (Å):
Au 1.050175 -1.173567 -0.541251  0.6945
P -0.700336 0.584246 0.430688  1.9092
F -0.959611 1.923658 -0.583367  -0.5537
O 0.868529 0.446604 0.241585  -1.0949
O -1.169921 -0.959299 0.327509  -1.0518
H -0.399704 -2.207453 0.534721  0.0967

Atomic forces in eV per Å
1.70 -7.66 -2.62
-0.07 -0.96 0.01
-0.12 -2.34 1.04
-1.27 6.61 2.56
-1.58 4.07 -0.18
1.33 0.28 -0.81

***

4.
Entry from the Open Molecules 2025 dataset: B3H12Rb as an isolated structure (ωB97M-V/def2-TZVPD).

Calculated values
E_HOMO, eV: -2.057
Orbital gap, eV: 5.22
Total charge: -2

Each line ends with the Mulliken charge.
Cartesian coordinates (Å):
Rb -2.298023 0.938640 0.360073  0.7401
B 1.584151 2.099850 -1.089996  -0.0310
B -2.137599 -2.535590 -2.254251  -0.0708
B 1.000175 0.269913 3.281144  -0.0047
H 1.861103 -0.302251 3.590459  -0.2468
H -2.110346 -3.245401 -3.066459  -0.2271
H 0.903327 2.660746 -1.711385  -0.2418
H 0.242768 0.111019 4.033029  -0.2126
H -3.164788 -2.503385 -1.925478  -0.2278
H 2.592247 2.057679 -1.472375  -0.2625
H 1.223639 1.090470 -0.965831  -0.2226
H 1.650709 2.609490 -0.141273  -0.1531
H 1.252889 1.317253 3.222491  -0.1736
H -1.501578 -2.911049 -1.467646  -0.1848
H -1.780400 -1.615813 -2.690901  -0.2091
H 0.681725 -0.041570 2.298400  -0.2717

Atomic forces in eV per Å
1.24 -0.50 -0.25
-0.19 0.03 0.14
0.08 0.14 0.20
-0.16 0.16 0.01
3.59 -2.36 1.14
0.07 -3.08 -3.36
-2.79 2.42 -2.95
-3.46 -0.64 3.15
-4.42 0.44 1.51
4.03 -0.09 -1.93
-1.57 -4.06 0.60
0.12 1.98 4.00
1.02 4.28 -0.10
2.57 -1.28 3.22
1.35 3.98 -1.41
-1.48 -1.42 -3.98

***

no.,energy (eV),F_max (eV/A)
1,-77693.802,2.1
2,-108351.355,1.4
3,-19804.277,8.3
4,-2871.134,4.7